(1)
C12H11CaNO4 | ωB97M-V/def2-TZVPD

Atoms and positions in Å:
Ca  0.04  0.52  -0.31
O  2.24  -1.56  1.58
O  -2.12  2.83  -1.86
O  1.56  -1.21  -3.04
O  -0.64  1.34  3.11
N  2.05  1.53  0.19
C  -0.68  0.94  2.02
C  -1.52  1.97  -1.36
C  -3.21  -2.43  -0.16
C  3.63  4.88  0.68
C  2.71  3.82  0.78
C  4.65  3.79  -1.25
C  3.72  2.74  -1.13
C  1.30  -1.22  1.02
C  2.85  2.72  -0.05
C  4.61  4.86  -0.33
C  -2.29  -3.17  0.48
C  0.88  -0.76  -2.22
H  -3.22  -2.30  -1.25
H  5.36  3.77  -2.09
H  -2.07  -3.04  1.52
H  -1.51  -3.70  -0.05
H  3.64  1.97  -1.94
H  1.87  1.43  1.18
H  2.59  0.70  -0.16
H  5.30  5.71  -0.45
H  -3.78  -1.64  0.33
H  3.53  5.72  1.38
H  1.84  3.89  1.47

Properties
E (Eh): -1496.5516
Charge: +2
E_LUMO (eV): -9.13
Frontier orbital gap (eV): 5.87
HOMO (eV): -15.00
Energy relative to the best compared isomer or geometry (same formula, charge and spin) (eV): 0.633

These are the Löwdin partial charges, in e, on atoms 1 to 5: number 1, Ca, carries 1.066; number 2, O, carries 0.172; number 3, O, carries 0.171; number 4, O, carries 0.166; number 5, O, carries 0.169


(2)
C12H11Cl2I2N4O8STl | ωB97M-V/def2-TZVPD

Atoms and positions in Å:
Tl  -1.23  -17.34  -1.09
I  -0.87  -16.66  -7.98
I  0.19  -17.62  -5.45
Cl  -0.62  -17.74  2.67
Cl  -4.27  -12.87  -0.26
S  2.55  -19.62  -4.27
O  -3.12  -15.54  -1.03
O  -0.98  -14.95  -0.54
O  -1.80  -18.52  2.95
O  3.58  -19.46  -5.26
O  0.51  -18.60  2.30
O  -0.24  -16.98  3.84
O  -0.91  -16.83  1.57
O  1.48  -20.54  -4.58
N  1.40  -16.54  -2.39
N  4.21  -20.10  1.33
N  1.86  -18.23  -3.86
N  3.63  -16.96  -3.00
C  2.31  -17.27  -3.07
C  3.05  -14.86  -2.03
C  2.20  -20.22  -1.70
C  3.85  -20.23  0.00
C  4.53  -20.09  -2.31
C  -2.57  -13.24  -0.73
C  3.21  -20.12  -2.68
C  2.49  -20.21  -0.35
C  -2.22  -14.69  -0.76
C  1.82  -15.42  -1.80
C  4.82  -20.18  -0.95
C  3.97  -15.73  -2.55
H  3.35  -13.87  -1.61
H  -2.41  -12.76  -1.67
H  1.21  -14.98  -1.06
H  5.31  -19.95  -3.06
H  5.01  -15.51  -2.58
H  5.83  -20.01  -0.59
H  3.51  -20.25  2.06
H  1.77  -20.11  0.48
H  -1.95  -12.71  0.01
H  5.14  -20.45  1.62
H  1.19  -20.17  -1.99

Properties
E (Eh): -3371.1818
Charge: -2
E_LUMO (eV): 3.82
Frontier orbital gap (eV): 7.12
HOMO (eV): -3.30
Energy relative to the best compared isomer or geometry (same formula, charge and spin) (eV): 0.102

These are the Löwdin partial charges, in e, on atoms 1 to 5: number 1, Tl, carries 0.947; number 2, I, carries -0.308; number 3, I, carries 0.472; number 4, Cl, carries 0.638; number 5, Cl, carries 0.502


(3)
C12H11FN6O3 | ωB97M-V/def2-TZVPD

Atoms and positions in Å:
F  5.80  0.96  -0.03
O  0.23  2.83  1.34
O  -0.54  4.42  0.12
O  0.22  -1.67  -1.23
N  -0.48  3.27  0.46
N  -2.16  0.51  -0.76
N  -0.01  -1.22  0.99
N  -1.26  -1.62  1.30
N  -1.26  1.03  0.05
N  -2.20  2.65  -1.17
C  3.02  -1.13  -0.93
C  -1.31  2.33  -0.22
C  2.31  0.47  0.73
C  -2.42  -0.91  -0.80
C  4.30  -0.61  -0.90
C  -2.29  -1.52  0.58
C  3.58  1.01  0.75
C  -3.56  -2.06  1.15
C  -2.72  1.50  -1.49
C  0.66  -1.19  -0.20
C  4.56  0.45  -0.06
C  2.02  -0.61  -0.10
H  3.82  1.85  1.38
H  -4.31  -1.28  1.22
H  2.77  -1.95  -1.58
H  -3.48  1.34  -2.23
H  -3.96  -2.85  0.52
H  0.52  -1.02  1.83
H  5.08  -1.01  -1.53
H  -1.67  -1.37  -1.46
H  -3.38  -2.46  2.15
H  -3.42  -1.06  -1.21
H  1.54  0.93  1.33

Properties
E (Eh): -1117.8825
Charge: 0
E_LUMO (eV): -0.47
Frontier orbital gap (eV): 8.88
HOMO (eV): -9.35

These are the Löwdin partial charges, in e, on atoms 1 to 5: number 1, F, carries 0.066; number 2, O, carries 0.070; number 3, O, carries 0.113; number 4, O, carries 0.054; number 5, N, carries -0.341


(4)
C12H11HoNO4 | ωB97M-V/def2-TZVPD

Atoms and positions in Å:
Ho  0.06  0.53  -1.13
O  2.95  1.26  0.99
O  -1.53  2.49  1.50
O  -2.94  -1.46  -0.52
O  1.44  -2.80  -0.65
N  -0.06  -0.70  1.52
C  -1.98  -0.84  -0.61
C  -0.98  1.76  0.83
C  -0.72  -2.49  2.93
C  -0.24  -2.51  5.45
C  -0.64  -1.88  1.66
C  -0.17  -1.87  4.06
C  0.46  -0.04  2.56
C  -0.17  2.16  -3.07
C  0.46  1.05  -3.51
C  2.01  0.98  0.38
C  0.95  -1.76  -0.64
C  0.42  -0.62  3.84
H  -1.10  -2.41  0.80
H  0.39  3.02  -2.68
H  0.86  -0.08  4.68
H  0.24  -3.47  5.58
H  0.23  -1.93  6.23
H  -1.21  -2.69  5.87
H  -0.09  0.19  -3.92
H  1.56  0.96  -3.50
H  0.92  0.96  2.47
H  -1.26  2.26  -3.11
H  -1.23  -3.45  2.99

Properties
E (Eh): -1766.4218
2S+1: 5
Charge: +3
E_LUMO (spin up / spin down) (eV): -13.68 / -13.53
Frontier orbital gap (spin up / spin down) (eV): 6.00 / 6.15
HOMO (spin up / spin down) (eV): -19.68 / -19.68

These are the Löwdin partial charges, in e, on atoms 1 to 5: number 1, Ho, carries 1.522; number 2, O, carries 0.234; number 3, O, carries 0.243; number 4, O, carries 0.242; number 5, O, carries 0.239


(5)
C12H11N2O | ωB97M-V/def2-TZVPD

Atoms and positions in Å:
O  -4.44  0.30  -0.97
N  -0.18  -0.80  0.28
N  -5.41  -0.23  -0.60
C  2.15  -0.62  -0.35
C  1.81  2.23  -0.17
C  -3.46  0.99  0.25
C  -2.04  0.77  0.04
C  0.83  1.40  0.35
C  -1.47  -0.36  0.47
C  -0.08  -2.17  0.36
C  1.11  -2.83  0.11
C  3.06  1.63  -0.39
C  0.91  -0.01  0.12
C  3.21  0.28  -0.45
C  2.18  -2.04  -0.36
H  0.10  1.96  0.80
H  -1.33  1.44  -0.48
H  -1.04  -2.53  0.65
H  -2.26  -1.04  0.86
H  4.17  -0.04  -0.61
H  3.08  -2.46  -0.66
H  1.75  3.27  -0.17
H  -4.00  0.51  1.13
H  1.34  -3.80  0.24
H  -3.90  1.95  0.13
H  3.91  2.19  -0.55

Properties
E (Eh): -648.1492
Charge: +1
E_LUMO (spin up / spin down) (eV): -5.23 / -5.23
Frontier orbital gap (spin up / spin down) (eV): 5.35 / 5.35
HOMO (spin up / spin down) (eV): -10.59 / -10.58
Energy relative to the best compared isomer or geometry (same formula, charge and spin) (eV): 4.531

These are the Löwdin partial charges, in e, on atoms 1 to 5: number 1, O, carries -0.125; number 2, N, carries 0.007; number 3, N, carries 0.106; number 4, C, carries -0.097; number 5, C, carries 0.011


(6)
C12H11N3O4S | ωB97M-V/def2-TZVPD

Atoms and positions in Å:
S  -1.72  1.86  1.97
O  -1.36  2.56  0.76
O  -1.30  2.49  3.23
O  0.40  -0.69  3.96
O  -4.59  0.36  0.69
N  1.95  1.42  -1.93
N  -3.39  1.61  1.99
N  -1.24  0.20  1.89
C  2.78  1.71  -2.99
C  2.37  -0.68  2.53
C  -3.51  0.49  1.24
C  3.93  1.04  -2.86
C  1.00  -0.45  2.75
C  0.72  0.22  0.48
C  2.92  -0.34  1.30
C  2.63  0.58  -1.03
C  -2.32  -0.46  1.11
C  2.09  0.13  0.26
C  3.88  0.33  -1.56
C  0.15  -0.03  1.71
H  4.73  1.02  -3.60
H  -0.42  -0.19  4.01
H  3.02  -1.05  3.33
H  -2.60  -1.42  1.57
H  4.69  -0.26  -1.18
H  0.08  0.58  -0.35
H  3.99  -0.48  1.16
H  2.55  2.35  -3.86
H  -2.07  -0.63  0.06
H  -3.90  2.40  1.66
H  0.96  1.73  -1.89

Properties
E (Eh): -1327.2634
Charge: 0
E_LUMO (eV): 0.35
Frontier orbital gap (eV): 8.21
HOMO (eV): -7.86
Energy relative to the best compared isomer or geometry (same formula, charge and spin) (eV): 0.000

These are the Löwdin partial charges, in e, on atoms 1 to 5: number 1, S, carries 0.729; number 2, O, carries -0.272; number 3, O, carries -0.283; number 4, O, carries 0.061; number 5, O, carries 0.091


(7)
C12H11NO | ωB97M-V/def2-TZVPD

Atoms and positions in Å:
O  -2.20  1.66  1.76
N  -3.05  0.88  1.23
C  3.02  -0.37  -0.49
C  1.67  -0.38  -0.05
C  2.96  2.02  -0.58
C  0.81  -1.61  0.20
C  -0.34  0.51  0.46
C  -1.47  -0.19  -0.20
C  1.00  0.85  0.13
C  -4.01  -0.96  -0.03
C  1.62  2.07  -0.14
C  -0.51  -0.98  0.69
C  3.62  0.85  -0.64
C  -2.90  -0.07  0.40
H  0.73  -2.21  -0.73
H  1.10  3.11  -0.29
H  -4.46  -1.35  0.82
H  -3.36  -1.70  -0.72
H  3.39  -1.33  -0.73
H  1.20  -2.28  1.02
H  4.68  0.74  -1.09
H  -0.84  -1.36  1.61
H  3.47  2.91  -0.81
H  -4.75  -0.49  -0.55
H  -1.40  -0.33  -1.27

Properties
E (Eh): -593.6349
Charge: 0
E_LUMO (spin up / spin down) (eV): -0.22 / -0.32
Frontier orbital gap (spin up / spin down) (eV): 8.63 / 7.48
HOMO (spin up / spin down) (eV): -8.85 / -7.80
Energy relative to the best compared isomer or geometry (same formula, charge and spin) (eV): 6.356

These are the Löwdin partial charges, in e, on atoms 1 to 5: number 1, O, carries -0.003; number 2, N, carries -0.024; number 3, C, carries -0.030; number 4, C, carries -0.149; number 5, C, carries -0.108


(8)
C12H11NO2 | ωB97M-V/def2-TZVPD

Atoms and positions in Å:
O  4.23  0.19  0.67
O  -1.20  -1.50  -0.35
N  -4.39  -0.26  0.14
C  5.22  0.60  -0.44
C  1.92  -0.15  1.32
C  2.20  0.36  -1.03
C  0.73  -0.76  1.04
C  -2.88  1.83  0.15
C  0.11  -1.03  -0.25
C  -3.41  -1.00  -0.13
C  2.81  0.07  0.20
C  -4.22  1.15  0.13
C  -2.13  -0.45  -0.12
C  -1.83  0.92  0.07
C  0.86  -0.30  -1.18
H  4.94  -0.19  -1.40
H  6.21  0.04  0.24
H  -5.07  1.99  0.05
H  0.38  -0.49  -2.28
H  -3.36  -2.04  -0.55
H  -0.87  1.27  0.24
H  2.33  0.00  2.33
H  2.81  0.88  -1.97
H  5.28  1.76  -0.77
H  -2.73  2.97  -0.03
H  0.19  -1.32  2.02

Properties
E (Eh): -668.8369
Charge: 0
E_LUMO (eV): 0.60
Frontier orbital gap (eV): 9.32
HOMO (eV): -8.72
Energy relative to the best compared isomer or geometry (same formula, charge and spin) (eV): 6.247

These are the Löwdin partial charges, in e, on atoms 1 to 5: number 1, O, carries -0.214; number 2, O, carries -0.011; number 3, N, carries 0.053; number 4, C, carries -0.095; number 5, C, carries -0.046